Entry 1:
16
Properties=species:S:1:pos:R:3 method="wB97M-V/def2-TZVPD" energy_ha=-267.283220 charge=+1 lumo_ev=-3.3 gap_ha=0.4208 e_homo_ev=-14.73 spin_multiplicity=1 relative_energy_kj_mol=108.9
C -1.1758 -0.7598 1.3975
N -1.1417 -1.3490 0.0019
H -2.0256 -1.1571 1.9205
H -0.1300 -0.9218 1.6959
H -1.4617 0.3058 1.4541
H -1.9920 -1.2964 -0.5671
H -0.9599 -2.3488 0.1330
H -0.2225 -0.9339 -0.5157
N 1.0325 -0.0264 -0.9220
C 0.7816 1.3014 -0.3551
O 1.2256 2.3603 -1.1585
H 1.2777 -0.0716 -1.9145
H 1.9070 -0.4456 -0.5818
H -0.3311 1.4596 -0.3415
H 1.0571 1.3667 0.7221
H 2.1587 2.5166 -0.9688



Entry 2:
17
Properties=species:S:1:pos:R:3 method="wB97M-V/def2-TZVPD" energy_ha=-342.514456 charge=+1 lumo_ev=-2.9 gap_ha=0.3580 e_homo_ev=-12.63 spin_multiplicity=1 relative_energy_kj_mol=194.3
C 0.3818 -0.9126 -0.7735
C 0.0162 -2.1921 -0.7425
N -0.0675 -2.9584 -1.8623
N -0.1637 0.1759 0.1272
H 0.8565 -0.4086 -1.4867
H -0.3028 -2.6159 0.2212
H -0.0716 -3.9088 -1.8492
H -0.1606 -2.4705 -2.6488
H -0.8083 -0.3108 0.7771
H 0.4974 0.6513 0.7566
H -0.7100 0.9040 -0.4070
H -0.1653 3.4405 -0.9189
H -1.4471 3.5336 -0.1625
O -0.6783 2.9279 -0.2862
H 0.3791 1.3058 3.5901
H 1.5814 1.7169 2.9382
O 0.8627 1.1219 2.7271



Entry 3:
17
Properties=species:S:1:pos:R:3 method="wB97M-V/def2-TZVPD" energy_ha=-342.462117 charge=+1 lumo_ev=-3.1 gap_ha=0.3396 e_homo_ev=-12.34 spin_multiplicity=1 relative_energy_kj_mol=331.7
C -0.6351 -0.6746 -0.7660
C -1.4791 0.3612 -0.7070
N -2.1430 1.0415 -1.6945
N 0.5842 -0.6533 -0.1685
H -0.8342 -1.5750 -1.3287
H -1.5993 1.0682 0.1836
H -2.0508 2.0561 -1.7505
H -2.9189 0.7457 -2.2962
H 0.7579 0.3914 0.2413
H 0.7074 -1.1652 0.7625
H 1.2237 -1.0368 -0.8507
H 1.9158 -2.5315 2.8340
H 0.6317 -1.7877 3.0838
O 1.3418 -1.8859 2.4589
H 0.7757 2.3141 0.3619
H 2.0160 2.1579 -0.4880
O 1.5297 1.7016 0.1818



Entry 4:
17
Properties=species:S:1:pos:R:3 method="wB97M-V/def2-TZVPD" energy_ha=-342.567089 charge=+1 lumo_ev=-3.0 gap_ha=0.4245 e_homo_ev=-14.60 spin_multiplicity=1 relative_energy_kj_mol=56.1
C -1.3872 2.2333 0.4084
N -0.5033 1.0722 0.2534
C 0.4933 0.9301 1.1150
N 0.9718 -0.2467 1.4287
H -1.6954 2.7038 -0.5257
H -2.3137 1.8564 0.8260
H -0.7991 3.0260 0.8781
H -0.7787 0.2707 -0.2956
H 0.8547 1.8618 1.5142
H 0.4265 -1.0138 1.0346
H 1.8317 -0.2885 1.9470
H 1.9263 -2.3760 -2.5369
H 0.9256 -1.4085 -2.7657
O 1.5004 -1.6727 -2.0314
H -1.1027 -2.7546 -0.2945
H 0.1115 -2.1467 -0.8760
O -0.4617 -2.0468 -0.0798



Entry 5:
17
Properties=species:S:1:pos:R:3 method="wB97M-V/def2-TZVPD" energy_ha=-342.092155 charge=+2 lumo_ev="-8.7 / -11.8" gap_ha="0.3987 / 0.2861" e_homo_ev="-19.56 / -19.59" spin_multiplicity=2 relative_energy_kj_mol=25.2
C -0.7800 0.8468 0.1335
C 0.0324 1.3754 -0.8907
N -0.1564 2.5319 -1.4395
N -0.7105 -0.5323 0.5220
H -1.3375 1.5307 0.7632
H 0.9951 0.8965 -1.0463
H 0.5247 2.7594 -2.1672
H -1.1074 2.8595 -1.6408
H -0.2613 -1.1271 -0.2197
H -0.3656 -0.8476 1.4679
H -1.6610 -0.9333 0.4933
H 0.8327 -2.4371 3.2136
H 0.5160 -0.9973 3.4183
O 0.3108 -1.7267 2.8126
H 0.5731 -1.7770 -2.3539
H 1.5041 -2.2059 -1.2117
O 0.9697 -1.4617 -1.5269



Entry 6:
18
Properties=species:S:1:pos:R:3 method="wB97M-V/def2-TZVPD" energy_ha=-417.787787 charge=+1 lumo_ev=-3.2 gap_ha=0.4051 e_homo_ev=-14.26 spin_multiplicity=1 relative_energy_kj_mol=139.7
N -0.0958 1.0028 1.4699
C 0.6508 -0.0049 0.6016
C 0.9427 0.6700 -0.6985
N 1.3717 0.0017 -1.8277
O 0.8002 1.8732 -0.7151
H -1.0140 1.0983 1.1444
H -0.2072 0.6582 2.4418
H 0.5298 1.9675 1.4826
H 0.1963 -1.0188 0.3695
H 1.7295 -0.2282 0.9960
H 1.4578 -0.9548 -1.8599
H 1.5990 0.5993 -2.6034
H -2.5202 1.4491 -1.3230
H -3.5709 1.3080 -0.1565
O -2.7545 1.0723 -0.4980
H 1.0350 -3.2175 0.6714
H -0.2747 -3.4732 -0.0114
O 0.1245 -2.8030 0.5164



Entry 7:
16
Properties=species:S:1:pos:R:3 method="wB97M-V/def2-TZVPD" smiles=NCN.CN energy_ha=-246.989193 lumo_ev=1.0 gap_ha=0.3599 e_homo_ev=-8.83 spin_multiplicity=1 relative_energy_kj_mol=160.4
N -0.4754 -1.6524 -1.0472
C -0.3222 -1.4077 0.4691
N -1.3862 -0.8768 1.4009
H -0.5646 -0.6175 -1.3477
H -1.4514 -1.9876 -1.1827
H 0.4054 -0.6025 0.5937
H 0.1701 -2.3211 0.7661
H -1.9905 -1.7166 1.5155
H -2.1083 -0.2481 0.9372
C 0.9008 1.6243 -0.9381
N 1.6312 1.5064 0.4171
H -0.1878 1.5397 -0.6241
H 0.9719 2.6898 -1.2689
H 1.2555 0.9498 -1.7051
H 1.5683 2.4104 0.9753
H 1.5833 0.7100 1.0390



Entry 8:
17
Properties=species:S:1:pos:R:3 method="wB97M-V/def2-TZVPD" energy_ha=-322.153456 lumo_ev=0.9 gap_ha=0.3103 e_homo_ev=-7.58 spin_multiplicity=1 relative_energy_kj_mol=344.7
C 1.7104 0.6392 0.8834
C 1.4223 -1.3289 -0.5840
N 0.8936 -0.0532 -0.1098
H 0.5826 0.5753 -0.8914
H 2.7144 0.8562 0.5058
H 1.4947 -2.0247 0.2527
H 1.2062 1.5648 1.1574
H 1.7970 0.0080 1.7690
H 2.4183 -1.2101 -1.0229
H 0.7312 -1.7261 -1.3255
N -1.5525 0.5153 -0.3632
N -2.3934 -0.5913 -0.1984
O -2.1523 1.7260 0.2224
H -2.5773 2.1763 -0.5197
H -0.3922 0.0830 0.1725
H -3.2571 -0.4690 -0.7291
H -2.6459 -0.7406 0.7809



Entry 9:
18
Properties=species:S:1:pos:R:3 method="wB97M-V/def2-TZVPD" energy_ha=-397.495814 lumo_ev=0.8 gap_ha=0.3529 e_homo_ev=-8.82 spin_multiplicity=1 relative_energy_kj_mol=189.4
H 0.6921 -0.7017 0.9110
N -0.2798 -0.9287 0.7847
C -0.7611 -0.5834 -0.4190
N 0.0262 -0.4112 -1.5834
N -2.1167 -0.4563 -0.6506
C -3.1112 -0.1013 0.5245
H 0.9403 0.1182 -1.2405
H -0.5950 0.1981 -2.2183
H -2.3133 -0.5112 -1.6087
H -3.1736 -0.9896 1.1948
H -3.9675 0.2809 0.0943
H -2.4826 0.6555 1.0569
O 5.3686 -0.4699 -0.9906
H 6.0380 -0.9433 -1.4432
H 5.7444 0.4838 -0.8381
O -0.3407 2.2311 2.0914
H -0.6709 1.3308 1.8734
H -0.6082 2.6707 2.9243



Entry 10:
19
Properties=species:S:1:pos:R:3 method="wB97M-V/def2-TZVPD" smiles="CN(C)[P@](N)(=O)NN" energy_ha=-718.337295 lumo_ev=0.7 gap_ha=0.3409 e_homo_ev=-8.59 spin_multiplicity=1 relative_energy_kj_mol=203.4
C -1.2120 1.7897 -0.0648
N 0.0207 1.0449 0.0585
C 1.1886 1.7868 0.4680
P 0.0277 -0.5360 -0.3931
N 1.6322 -0.9303 -0.6210
O -1.1175 -1.0723 -2.0091
N -0.4215 -1.4850 0.9290
N -0.9629 -2.7609 0.5820
H -1.9539 1.1436 -0.5331
H -1.5726 2.1180 0.9156
H -1.0695 2.6713 -0.6957
H 1.3896 2.6154 -0.2190
H 1.0351 2.1987 1.4706
H 2.0481 1.1219 0.4866
H 1.9018 -0.7087 -1.5738
H 1.7795 -1.9190 -0.4577
H -1.0851 -1.0003 1.5301
H -1.4428 -2.6747 -0.3202
H -0.1857 -3.4033 0.4471



Entry 11:
18
Properties=species:S:1:pos:R:3 method="wB97M-V/def2-TZVPD" energy_ha=-356.397999 lumo_ev="1.0 / 0.8" gap_ha="0.3170 / 0.2871" e_homo_ev="-7.59 / -7.06" spin_multiplicity=1 relative_energy_kj_mol=514.4
C 0.3485 -0.4102 -0.0102
C -0.4068 -0.8818 1.1954
N 0.3220 0.8853 -0.2938
N -1.4259 -0.2285 -1.4640
N 1.2443 -1.2975 -0.5313
N 2.0620 1.0582 1.1126
N -2.4871 0.5379 -1.1312
H 0.9320 1.0959 -1.0838
H -1.0089 0.2013 -2.2890
H 1.9741 -0.9315 -1.1228
H 1.4015 -2.1586 -0.0325
H 2.5978 1.8453 0.7281
H 1.5184 1.5147 1.8527
H -2.3622 1.5481 -1.1152
H -2.9652 0.1914 -0.3103
H -1.2126 -0.1870 1.4160
H 0.2799 -0.9012 2.0432
H -0.8117 -1.8819 1.0362



Entry 12:
16
Properties=species:S:1:pos:R:3 method="wB97M-V/def2-TZVPD" energy_ha=-287.932210 charge=-1 lumo_ev="3.1 / 3.1" gap_ha="0.0643 / 0.3570" e_homo_ev="1.39 / -6.64" spin_multiplicity=2 relative_energy_kj_mol=116.8
C 1.3645 3.1755 -2.2482
C 0.2884 2.6694 -1.1900
N -0.5262 1.5691 -1.6582
H 1.2368 4.2359 -2.4112
H 2.3437 2.9083 -1.9304
H 1.1743 2.5116 -3.1405
H 0.9423 2.3026 -0.3367
H -0.1624 3.5263 -0.7514
H -1.4342 1.9984 -1.8047
H 0.0540 1.1050 -2.3863
H -0.1707 -3.5577 -0.2268
H -1.6439 -2.9818 -0.3521
O -0.8113 -3.1369 -0.8154
H 0.0554 -3.6886 5.9673
H -0.7473 -2.6113 5.1595
O -0.1700 -3.3807 5.0819



Entry 13:
16
Properties=species:S:1:pos:R:3 method="wB97M-V/def2-TZVPD" energy_ha=-287.969990 charge=-1 lumo_ev="3.5 / 3.4" gap_ha="0.1003 / 0.3460" e_homo_ev="0.76 / -6.00" spin_multiplicity=2 relative_energy_kj_mol=17.6
C 0.6186 -1.2704 -0.6197
N 1.4506 -1.3865 -1.8108
C 0.7032 -1.1035 -3.0178
H 1.1961 -1.2561 0.3017
H -0.0012 -2.1654 -0.5922
H 0.0186 -0.3629 -0.6202
H 2.2820 -0.8086 -1.7399
H 1.2023 -1.5523 -3.8760
H -0.3222 -1.4992 -2.9344
H 0.5146 -0.0384 -3.1808
H -1.3672 1.4694 1.7581
H -0.9979 0.0287 1.6645
O -1.5720 0.6815 1.2167
H -2.0135 3.1346 4.3835
H -0.5941 2.6520 4.5245
O -1.1178 3.4770 4.5425



Entry 14:
16
Properties=species:S:1:pos:R:3 method="wB97M-V/def2-TZVPD" energy_ha=-287.991402 lumo_ev=0.8 gap_ha=0.3832 e_homo_ev=-9.64 spin_multiplicity=1 relative_energy_kj_mol=123.6
H -0.7315 0.7426 -0.1770
O -1.8512 0.5848 0.1023
N 0.4820 0.1708 -0.3993
H -2.2480 1.4399 0.2875
H 0.4904 -0.6462 -0.9990
C 0.7324 -0.3095 1.0136
H 0.3496 -1.3095 1.1477
H 1.7505 -0.0681 1.3059
H 0.0734 0.3415 1.5838
C 1.5014 1.1162 -0.8378
H 1.6736 1.9127 -0.1134
H 2.4230 0.6200 -1.1389
H 1.1426 1.7187 -1.6735
O -1.7095 -2.3874 0.1797
H -1.7797 -1.4337 0.2951
H -2.2990 -2.4927 -0.5766



Entry 15:
17
Properties=species:S:1:pos:R:3 method="wB97M-V/def2-TZVPD" energy_ha=-363.116954 lumo_ev=-1.1 gap_ha=0.2827 e_homo_ev=-8.76 spin_multiplicity=1 relative_energy_kj_mol=413.4
C -1.9314 -1.1662 0.2600
C -0.0456 -1.1755 0.8399
N -0.7071 -0.4512 -0.0839
H -2.7692 -0.9290 -0.3876
H -1.9081 -2.3015 0.0393
H -2.4247 -0.9152 1.2336
H 0.5222 -2.1100 0.6520
H 0.1534 -0.6853 1.7731
H 1.2305 1.8704 -1.6814
H 0.5949 0.6418 -1.3482
O 1.3588 0.9532 -1.8860
H 2.2946 0.3263 -0.4344
H 3.7264 0.1424 0.0794
O 2.7962 0.0525 0.3806
H -0.6570 1.1951 0.2089
H -1.5598 2.4098 0.3406
O -0.6742 2.1423 0.0142